#a
This record from the OMol25 dataset describes 5 unconnected molecules or ions with the total composition C6H24N2O4. The level of theory is ωB97M-V with the def2-TZVPD basis set.

Summary:
LUMO (eV): 0.58
Structure (SMILES): CCN(CC)CCN.O.O.O.O
HOMO level (hartree): -0.331

The geometry in XYZ format:
```
36
Properties=species:S:1:pos:R:3:lowdin_charge:R:1
C -1.62 -0.82 -0.89 -0.063
C -1.57 -1.70 0.45 -0.238
N -0.27 -1.41 1.10 -0.184
C 0.60 -2.66 1.18 -0.198
C 1.39 -2.70 -0.16 -0.071
C -0.72 -0.86 2.42 -0.212
C -1.30 0.58 2.45 -0.279
N -0.34 1.60 2.07 -0.011
H -1.98 0.19 -0.53 0.076
H -0.66 -0.73 -1.25 -0.012
H -2.13 -1.25 -1.87 0.118
H -2.42 -1.58 1.04 0.081
H -1.73 -2.68 0.10 0.090
H -0.05 -3.51 1.41 0.105
H 1.03 -2.59 2.19 0.104
H 1.82 -3.76 -0.26 0.098
H 0.84 -2.51 -1.00 0.039
H 2.32 -2.16 -0.19 0.053
H -1.41 -1.64 2.96 0.139
H 0.16 -0.73 3.17 0.125
H -2.14 0.78 1.87 0.074
H -1.54 0.89 3.55 0.130
H -0.50 1.91 1.15 0.002
H 0.69 1.41 2.24 0.092
O 1.98 0.37 -0.41 -0.052
H 2.31 0.87 0.33 0.036
H 1.23 -0.09 0.00 0.023
O -0.52 1.45 -3.51 -0.073
H 0.40 1.61 -3.74 0.024
H -0.56 1.00 -2.64 0.006
O 2.34 2.27 -2.17 -0.121
H 2.13 1.93 -1.20 0.057
H 2.71 1.54 -2.68 0.024
O -0.75 2.51 -1.04 -0.031
H -1.36 3.26 -0.94 0.077
H -0.10 2.77 -1.62 -0.031
```



#b
This record from the OMol25 dataset describes 5 unconnected molecules or ions with the total composition C6H24N2O4. The level of theory is ωB97M-V with the def2-TZVPD basis set.

Summary:
LUMO (eV): 0.59
Structure (SMILES): CCNCCNCC.O.O.O.O
HOMO level (hartree): -0.312

The geometry in XYZ format:
```
36
Properties=species:S:1:pos:R:3:lowdin_charge:R:1
C -1.08 2.37 0.86 -0.045
C -0.35 1.17 0.26 -0.280
N 0.93 0.77 0.87 -0.077
C 0.75 -0.23 1.92 -0.208
C 0.68 -1.68 1.33 -0.225
N 0.65 -1.81 -0.10 -0.077
C -0.52 -2.41 -0.75 -0.247
C -1.82 -2.51 0.08 -0.096
H -0.72 3.18 0.23 0.064
H -0.78 2.63 1.87 0.082
H -2.16 2.26 0.91 0.056
H -0.12 1.26 -0.82 0.098
H -0.91 0.24 0.05 0.085
H 1.35 1.57 1.32 0.113
H 1.40 -0.23 2.79 0.109
H -0.21 -0.06 2.44 0.105
H 1.66 -2.06 1.66 0.099
H -0.01 -2.28 1.91 0.108
H 1.03 -1.04 -0.62 0.050
H -0.81 -1.80 -1.61 0.104
H -0.28 -3.38 -1.19 0.098
H -2.64 -2.19 -0.55 0.063
H -1.88 -1.82 0.92 0.053
H -2.01 -3.53 0.40 0.067
O 1.59 0.85 -2.48 -0.079
H 2.12 0.62 -1.69 0.007
H 2.21 0.93 -3.21 0.060
O 1.00 3.60 -2.07 -0.075
H 0.75 3.39 -1.16 -0.006
H 1.21 2.71 -2.41 -0.006
O 3.26 -0.47 -0.84 -0.054
H 3.15 -1.35 -1.21 0.066
H 2.75 -0.48 -0.02 0.019
O -3.58 0.57 -0.06 -0.054
H -3.96 0.64 0.83 0.049
H -2.64 0.57 0.15 -0.026
```



It is #b that is the most stable of them.



#a
This record from the OMol25 dataset describes 3 unconnected molecules or ions with the total composition C3H10O3. The level of theory is ωB97M-V with the def2-TZVPD basis set.

Summary:
LUMO (eV): 0.74
Structure (SMILES): C=CCO.O.O
HOMO level (hartree): -0.364

The geometry in XYZ format:
```
16
Properties=species:S:1:pos:R:3:lowdin_charge:R:1
C -1.04 2.09 0.07 0.021
C 0.26 2.43 0.07 -0.153
C 1.26 1.38 0.51 -0.272
O 1.02 0.17 -0.21 -0.090
H -1.72 2.84 -0.32 0.055
H -1.38 1.15 0.48 0.066
H 0.52 3.12 -0.73 0.095
H 1.15 1.24 1.58 0.110
H 2.29 1.68 0.32 0.108
H 1.60 -0.54 0.07 0.086
O -0.74 -2.21 -1.69 -0.029
H -0.48 -1.63 -2.39 0.033
H -0.41 -1.82 -0.90 -0.021
O -0.63 -2.96 1.26 -0.067
H -0.84 -3.87 1.54 0.050
H -0.85 -3.09 0.33 0.007
```



#b
This record from the OMol25 dataset describes 3 unconnected molecules or ions with the total composition C3H10O3. The level of theory is ωB97M-V with the def2-TZVPD basis set.

Summary:
LUMO (eV): 0.51
Structure (SMILES): C/C=C/O.O.O
HOMO level (hartree): -0.299

The geometry in XYZ format:
```
16
Properties=species:S:1:pos:R:3:lowdin_charge:R:1
C -1.23 1.34 -1.42 -0.121
C -0.76 0.71 -0.16 -0.164
C 0.40 0.09 0.04 -0.227
O 1.10 0.15 1.22 -0.019
H -2.32 1.36 -1.44 0.062
H -0.84 0.98 -2.36 0.070
H -1.06 2.42 -1.35 0.071
H -1.20 1.02 0.79 0.104
H 0.83 -0.53 -0.75 0.119
H 2.03 0.27 0.98 0.053
O -3.12 -3.07 0.94 -0.065
H -3.52 -3.41 1.75 0.031
H -3.51 -2.18 0.92 0.032
O 4.09 0.01 0.36 -0.049
H 4.84 0.28 0.92 0.056
H 4.26 0.54 -0.44 0.050
```



#c
This record from the OMol25 dataset describes 3 unconnected molecules or ions with the total composition C3H10O3. The level of theory is ωB97M-V with the def2-TZVPD basis set.

Summary:
LUMO (eV): 0.37
Structure (SMILES): C=C(C)O.O.O
HOMO level (hartree): -0.330

The geometry in XYZ format:
```
16
Properties=species:S:1:pos:R:3:lowdin_charge:R:1
C 1.21 -0.78 1.95 0.029
C 0.86 -1.28 0.75 -0.385
C 1.18 -0.78 -0.60 -0.069
O -0.33 -2.21 0.77 -0.062
H 1.91 0.11 1.93 0.085
H 0.87 -1.24 2.82 0.029
H 1.08 -1.69 -1.21 0.082
H 0.58 0.12 -0.88 0.085
H 2.22 -0.26 -0.70 0.121
H -0.35 -2.53 1.69 0.080
O -4.39 0.05 -1.16 -0.085
H -4.44 0.27 -2.15 0.075
H -3.76 0.61 -0.72 0.009
O 1.50 3.07 -0.91 -0.064
H 0.98 3.03 -0.08 0.047
H 0.89 3.51 -1.49 0.022
```



It is #b that is the most stable of them.



#a
This record from the OMol25 dataset describes a molecular structure, C4H6N2. The level of theory is ωB97M-V with the def2-TZVPD basis set.

Summary:
LUMO (eV): 1.05
HOMO level (hartree): -0.334

The geometry in XYZ format:
```
12
Properties=species:S:1:pos:R:3:lowdin_charge:R:1
C -0.75 0.79 0.17 -0.057
C -0.50 -0.56 0.76 -0.304
N -0.37 -1.59 -0.24 0.069
C 0.83 -0.89 0.16 -0.204
C 0.90 0.40 -0.53 -0.292
N 1.55 1.27 -1.16 0.162
H -0.70 1.61 0.92 0.098
H 0.57 1.66 -0.86 0.060
H -1.71 0.91 -0.38 0.094
H -0.80 -0.86 1.75 0.131
H -0.70 -1.29 -1.16 0.107
H 1.67 -1.43 0.57 0.136
```



#b
This record from the OMol25 dataset describes a single C4H6N2 molecule. The level of theory is ωB97M-V with the def2-TZVPD basis set.

Summary:
LUMO (alpha / beta) (eV): 0.07 / 0.66
HOMO level (alpha / beta) (hartree): -0.260 / -0.264

The geometry in XYZ format:
```
12
Properties=species:S:1:pos:R:3:lowdin_charge:R:1
C 1.97 -1.85 -1.00 0.097
C 1.09 -1.28 -0.40 -0.233
C -1.29 1.31 1.26 0.011
C 0.20 -0.85 0.55 -0.115
N -0.60 0.38 0.44 -0.250
N -0.62 0.99 -0.83 -0.009
H 2.72 -2.18 -1.69 0.019
H -1.21 1.29 2.40 0.068
H -1.70 2.22 0.67 0.079
H -0.03 -1.60 1.36 0.121
H 0.34 1.23 -1.18 0.112
H -0.87 0.33 -1.58 0.101
```



#c
This record from the OMol25 dataset describes a single C4H6N2 molecule. The level of theory is ωB97M-V with the def2-TZVPD basis set.

Summary:
LUMO (eV): 0.10
HOMO level (hartree): -0.308

The geometry in XYZ format:
```
12
Properties=species:S:1:pos:R:3:lowdin_charge:R:1
N -2.00 -0.84 0.51 0.096
C -0.79 -0.31 -0.03 -0.566
C -0.81 -0.18 -1.36 0.216
C 1.61 0.67 -0.91 -0.001
C 1.39 0.53 0.40 -0.203
N 0.20 0.02 0.88 0.026
H -2.73 -0.16 0.58 0.082
H -2.34 -1.60 -0.02 0.064
H 0.97 0.21 -1.66 -0.016
H 2.46 1.18 -1.32 0.054
H 2.10 0.84 1.16 0.111
H 0.10 -0.31 1.82 0.139
```



It is #c that is the most stable of them.



#a
This record from the OMol25 dataset describes a molecular structure, C4H6N2. The level of theory is ωB97M-V with the def2-TZVPD basis set.

Summary:
LUMO (alpha / beta) (eV): -0.62 / -1.00
HOMO level (alpha / beta) (hartree): -0.368 / -0.339

The geometry in XYZ format:
```
12
Properties=species:S:1:pos:R:3:lowdin_charge:R:1
N -2.40 1.92 0.74 0.161
C -1.39 1.44 0.45 -0.156
C -0.15 0.76 0.11 -0.510
C 0.47 -0.44 0.76 -0.029
C 1.06 -0.61 -0.61 -0.278
N 0.17 0.38 -1.20 0.065
H 0.72 1.33 0.53 0.185
H 0.95 -0.53 1.73 0.100
H -1.25 -1.34 -0.06 0.105
H 1.01 -1.59 -1.11 0.123
H 2.12 -0.31 -0.58 0.135
H -1.29 -1.01 -0.76 0.099
```



#b
This record from the OMol25 dataset describes a single C4H6N2 molecule. The level of theory is ωB97M-V with the def2-TZVPD basis set.

Summary:
LUMO (eV): 0.80
Structure (SMILES): N=C=C[C@H]1CN1
HOMO level (hartree): -0.327

The geometry in XYZ format:
```
12
Properties=species:S:1:pos:R:3:lowdin_charge:R:1
N 1.56 -1.71 -2.08 0.129
C 1.42 -0.89 -1.16 -0.200
C 1.04 -0.29 -0.07 -0.086
C -0.14 0.61 -0.05 -0.345
C -1.32 0.35 0.82 -0.144
N -0.32 1.34 1.18 0.009
H 0.87 -2.32 -1.59 0.087
H 1.53 -0.55 0.85 0.118
H -0.35 1.11 -1.00 0.140
H -1.35 -0.54 1.45 0.101
H -2.30 0.69 0.47 0.100
H -0.64 2.29 1.00 0.090
```



#c
This record from the OMol25 dataset describes a single C4H6N2 molecule. The level of theory is ωB97M-V with the def2-TZVPD basis set.

Summary:
LUMO (eV): 0.91
Structure (SMILES): N#CC[C@H]1CN1
HOMO level (hartree): -0.375

The geometry in XYZ format:
```
12
Properties=species:S:1:pos:R:3:lowdin_charge:R:1
N -2.34 -0.70 -1.41 0.148
C -1.79 0.10 -0.78 -0.236
C -0.91 0.93 0.05 -0.136
C 0.13 -0.05 0.59 -0.358
C 1.02 -0.71 -0.37 -0.146
N 1.53 0.31 0.55 0.028
H -0.43 1.71 -0.56 0.128
H -1.47 1.42 0.84 0.117
H -0.24 -0.65 1.41 0.144
H 1.01 -0.42 -1.42 0.111
H 1.25 -1.76 -0.19 0.108
H 2.04 -0.12 1.32 0.093
```



#d
This record from the OMol25 dataset describes a single C4H6N2 molecule. The level of theory is ωB97M-V with the def2-TZVPD basis set.

Summary:
LUMO (eV): 0.62
Structure (SMILES): [H]/N=C/C=C=CN
HOMO level (hartree): -0.307

The geometry in XYZ format:
```
12
Properties=species:S:1:pos:R:3:lowdin_charge:R:1
H -1.05 -2.80 0.29 0.040
N -0.69 -1.85 0.23 0.079
C -1.64 -1.01 0.14 -0.267
C -1.37 0.43 0.08 -0.115
C -0.11 0.79 -0.04 -0.043
C 1.10 0.92 -0.49 -0.213
N 2.35 0.92 0.13 0.041
H -2.70 -1.29 0.18 0.100
H -2.18 1.15 0.21 0.091
H 0.95 1.44 -1.43 0.120
H 3.08 0.46 -0.39 0.083
H 2.33 0.59 1.09 0.085
```



It is #c that is the most stable of them.



#a
This record from the OMol25 dataset describes a molecular structure, C4H6N2. The level of theory is ωB97M-V with the def2-TZVPD basis set.

Summary:
LUMO (eV): 0.92
HOMO level (hartree): -0.315

The geometry in XYZ format:
```
12
Properties=species:S:1:pos:R:3:lowdin_charge:R:1
C -1.54 -0.56 -0.16 -0.025
C -1.64 0.83 -0.23 -0.039
C 1.15 -0.10 -0.18 -0.147
C -0.25 -0.40 0.44 -0.332
N 0.83 1.32 -0.12 0.027
N -0.45 1.03 0.50 -0.086
H -2.19 -1.42 -0.22 0.082
H -2.29 1.49 -0.76 0.097
H 1.97 -0.56 0.31 0.092
H 1.18 -0.40 -1.16 0.071
H 0.19 -1.11 1.59 0.207
H 1.37 1.76 0.53 0.054
```



#b
This record from the OMol25 dataset describes a single C4H6N2 molecule. The level of theory is ωB97M-V with the def2-TZVPD basis set.

Summary:
LUMO (eV): 1.30
Structure (SMILES): N1[C@H]2[C@@H]1[C@H]1N[C@@H]21
HOMO level (hartree): -0.334

The geometry in XYZ format:
```
12
Properties=species:S:1:pos:R:3:lowdin_charge:R:1
N -0.88 -1.22 -0.25 0.027
C -1.08 0.17 -0.13 -0.194
C -0.01 -0.39 -1.02 -0.182
C 1.06 0.44 -0.21 -0.202
N 1.08 0.07 1.18 0.051
C 0.02 0.93 0.71 -0.197
H -0.76 -1.98 0.39 0.101
H -2.02 0.61 -0.44 0.130
H -0.01 -0.57 -2.09 0.127
H 1.89 0.98 -0.66 0.128
H 0.77 -0.89 1.32 0.085
H -0.12 1.88 1.22 0.125
```



#c
This record from the OMol25 dataset describes a single C4H6N2 molecule. The level of theory is ωB97M-V with the def2-TZVPD basis set.

Summary:
LUMO (eV): 0.84
Structure (SMILES): [H]/N=C/C(N)=C=C
HOMO level (hartree): -0.342

The geometry in XYZ format:
```
12
Properties=species:S:1:pos:R:3:lowdin_charge:R:1
H 1.94 2.34 0.06 0.044
N 1.61 1.38 0.05 0.091
C 0.34 1.35 0.01 -0.219
C -0.44 0.09 0.02 -0.343
N -1.87 0.10 0.09 0.043
C 0.20 -1.07 -0.03 -0.032
C 0.82 -2.20 -0.11 0.032
H -0.29 2.25 0.00 0.108
H -2.25 0.60 -0.72 0.075
H -2.20 0.57 0.93 0.074
H 1.25 -2.70 0.75 0.065
H 0.89 -2.71 -1.07 0.063
```



#d
This record from the OMol25 dataset describes a single C4H6N2 molecule. The level of theory is ωB97M-V with the def2-TZVPD basis set.

Summary:
LUMO (eV): 1.17
HOMO level (hartree): -0.337

The geometry in XYZ format:
```
12
Properties=species:S:1:pos:R:3:lowdin_charge:R:1
N -0.53 1.47 -0.15 0.038
C 0.43 0.53 -0.79 -0.206
C 0.83 -0.25 0.48 -0.186
N 0.49 -1.56 -0.15 0.053
C -0.57 -0.61 -0.63 -0.215
C -0.64 0.23 0.66 -0.202
H -0.07 2.23 0.34 0.087
H 1.04 0.78 -1.67 0.138
H 1.69 -0.11 1.14 0.128
H 0.11 -2.20 0.55 0.087
H -1.45 -0.62 -1.30 0.146
H -1.32 0.12 1.51 0.133
```



It is #c that is the most stable of them.